Computed, not measured: C28H45ClF3N4O7ReSSi4Te as an isolated structure, with ωB97M-V/def2-TZVPD.

Structure (XYZ):
```
95
Properties=species:S:1:pos:R:3:forces:R:3
Re 14.36471 11.21466 11.63722 -1.1698 1.5531 0.0624
F 17.00600 12.60026 17.27578 0.0014 -0.1058 -1.3009
C 16.92270 12.67108 15.91284 1.8968 1.9682 0.9960
F 18.12178 12.06479 15.44855 -2.3534 0.6554 0.3876
F 17.05594 14.01834 15.59614 -0.1013 -1.9213 0.2082
C 15.61423 12.13171 15.43248 0.8425 0.2695 -1.0046
C 14.67547 11.69987 16.31557 -0.7808 -0.1516 1.8639
C 13.48192 11.06314 15.89805 0.6953 1.1895 1.5337
C 13.29674 10.95129 14.57635 1.2001 -0.6854 -0.9759
N 14.20691 11.41835 13.68588 -0.7891 0.2248 0.6592
C 15.28800 12.14543 14.05386 -0.4211 -0.6080 0.5467
S 15.99018 12.92703 12.71660 0.5405 -0.6303 -0.1762
H 14.83964 11.91779 17.39553 -0.0429 -0.5906 -0.9272
H 12.72575 10.74804 16.60650 0.1802 -0.0464 -0.0550
H 12.53622 10.32686 14.18460 -0.8174 -0.1200 -0.5082
O 16.67898 10.13479 11.45706 0.6407 0.0780 0.2853
C 17.29912 10.59309 10.25701 1.2036 1.6003 0.7568
C 16.26936 10.77947 9.22648 -2.0191 -0.7459 0.3621
C 16.58460 10.69748 7.88042 -0.4384 -0.4470 -0.1806
C 15.51747 10.46849 7.01011 -0.0754 0.6532 -0.2042
C 14.16651 10.64626 7.40016 1.9610 -0.5758 -0.0174
C 13.97306 10.95350 8.73237 0.1945 0.2576 -0.1990
N 14.97338 10.86972 9.68392 0.2059 0.7141 -3.2422
H 17.30411 10.13758 12.23106 -0.6592 0.0259 -0.7941
H 18.08306 9.94418 9.86562 -0.1240 -0.3830 0.3610
H 17.80046 11.59434 10.39189 -0.3977 -0.7116 0.2711
H 17.64774 10.69703 7.56892 -0.9158 -0.1812 0.1262
H 15.73873 10.23864 5.97746 -0.0095 -0.0027 -0.0944
H 13.40008 10.49458 6.63415 0.0160 0.4142 0.6779
H 13.01522 11.36566 9.03071 0.1153 -0.4857 0.4720
O 17.97261 9.33299 14.22342 0.2832 0.5707 1.2991
C 17.42130 8.69862 15.43856 0.2059 0.6169 -0.9900
N 17.04329 7.33390 15.16027 -0.1026 -0.2280 0.8515
C 16.53342 6.60255 14.10309 2.2520 -1.8953 2.0936
O 16.78953 5.39654 14.11407 -0.6695 0.8500 -0.0877
C 15.77249 7.15072 13.02274 -0.2355 -0.6701 -1.4176
C 15.66512 6.33325 11.87447 0.3441 -0.0587 -0.5550
C 14.81294 6.75785 10.87797 -1.2879 0.6774 0.2672
C 14.12208 8.00043 11.04177 0.8281 -0.1781 -0.2632
N 14.42825 8.86813 12.02438 0.2179 -1.4531 0.7339
C 15.15504 8.34819 13.07863 -0.8042 1.6817 -1.6404
H 18.52305 10.11967 14.50936 -1.0021 -1.2966 -0.2760
H 16.52952 9.29063 15.77381 0.9275 -0.1915 -0.0208
H 18.23621 8.59748 16.20379 -0.9723 0.5524 -0.5054
H 17.28157 6.72336 15.95099 0.0506 0.1257 -0.9679
H 16.27445 5.40073 11.76551 -0.7851 0.9933 0.3870
H 14.55917 6.13091 10.01924 0.2316 0.2880 0.2717
H 13.32492 8.33460 10.34365 0.9558 -0.2631 0.2639
H 15.26344 9.00535 13.91787 0.0954 0.2333 0.3130
O 12.60682 19.21522 11.05224 1.0425 0.4662 1.3491
Cl 12.38984 18.38211 12.23909 -3.6135 0.4782 -2.6179
O 11.96534 17.09429 11.68839 0.7751 -0.3127 1.4938
O 11.35077 18.96096 13.12339 1.7814 -0.6511 -0.2398
O 13.43876 12.62870 11.18178 1.1727 -1.0025 0.1569
C 6.49085 9.61782 11.93210 0.4633 0.1046 -1.2586
Si 8.36854 9.61346 12.20702 0.3042 0.2623 -0.1521
C 8.72545 9.69015 14.05770 -1.0372 0.5867 -0.6124
C 9.08043 8.14511 11.23251 -0.7695 -0.2043 0.1364
Si 9.51852 11.61637 11.51462 -0.1657 -0.5797 -0.9450
Te 11.81861 10.24816 11.52396 -1.0999 -0.0124 0.3155
Si 9.36480 13.41604 13.04333 1.5030 1.0814 -0.6799
C 11.14050 14.07173 13.21670 -0.2780 -0.7264 1.4599
C 8.78461 14.91668 12.09091 -0.4931 0.3131 -0.6883
C 8.61377 13.24285 14.72918 -0.6155 -0.6302 1.1493
Si 9.01592 12.13857 9.15644 -0.0318 0.5214 1.4106
C 9.17966 10.62279 8.13162 0.6232 0.4191 -1.5112
C 10.16253 13.49766 8.57298 1.5576 1.1657 0.4387
C 7.23254 12.73190 8.94676 0.2477 0.4250 0.7952
H 5.98084 8.93225 12.64745 0.1667 0.6530 -0.6342
H 6.33795 9.30132 10.84725 -0.0939 0.1690 1.4120
H 6.15432 10.67235 11.97852 -0.2426 -0.6593 0.3128
H 8.46252 10.71099 14.38714 0.3300 -0.6973 -0.1796
H 9.74824 9.49203 14.24551 1.1547 -0.0863 0.3292
H 8.12153 9.01933 14.63635 -0.3295 -0.5667 0.3256
H 8.49935 7.25178 11.54485 0.5429 0.2349 -0.1705
H 10.14981 7.97794 11.27920 0.0726 -0.2130 0.5216
H 8.90288 8.27583 10.16329 -0.3402 0.1615 -0.0399
H 11.74938 13.30759 13.71970 0.2724 0.1823 -0.2730
H 11.16167 14.96492 13.87515 -0.1110 -0.3216 -0.4622
H 11.52596 14.30410 12.23957 0.3979 0.0535 -0.2665
H 8.87025 15.79610 12.78164 -0.4548 -0.6402 -0.6255
H 7.78691 14.80494 11.60620 0.5838 0.5276 0.4670
H 9.54831 15.08437 11.28867 -0.6936 -0.1532 0.5574
H 7.84508 14.01966 14.89432 0.4470 -0.1572 -0.0616
H 9.42628 13.36735 15.48789 -0.6621 -0.0506 -0.5169
H 8.09940 12.27748 14.95512 0.4356 0.9359 -0.1645
H 10.15324 10.15154 8.26009 -0.1469 -0.5100 0.3766
H 9.30692 11.06226 7.09535 -0.6616 -0.6121 0.7198
H 8.31544 9.94431 8.19338 0.5355 0.1177 -0.1464
H 9.94390 14.46197 9.06702 -0.1307 -0.4732 0.3540
H 9.95169 13.79656 7.55833 -0.0326 -0.3421 -0.7872
H 11.30446 13.44140 8.67411 -1.5990 -0.4549 -0.0782
H 7.06736 12.95191 7.89515 -0.0408 0.2067 -0.1487
H 7.03767 13.63997 9.56276 0.0554 -0.5350 -0.5513
H 6.50335 11.97029 9.22900 0.0663 -0.0405 0.0827
```
Positions in Å, forces in eV/Å.

Its total charge is +1. The expectation value of S² is 3.7859. The value obtained for the energy relative to the best compared isomer or geometry (same formula, charge and spin) is 5.2616 eV. For the electronic energy, the calculation gives -122490.05384 eV. The spin multiplicity is 4.

From a Löwdin analysis of the wavefunction, the atomic charges in e read:
1 Re 1.1469
2 F 0.1140
3 C -0.4539
4 F 0.0670
5 F 0.1004
6 C -0.1374
7 C 0.0198
8 C -0.0266
9 C -0.1688
10 N -0.1847
11 C -0.6835
12 S 0.7540
13 H 0.1495
14 H 0.1217
15 H 0.0256
16 O -0.1699
17 C -0.1765
18 C -0.2284
19 C 0.0038
20 C -0.0216
21 C -0.0160
22 C -0.1332
23 N -0.0727
24 H 0.1047
25 H 0.1381
26 H 0.1495
27 H 0.1427
28 H 0.1150
29 H 0.1238
30 H 0.0518
31 O -0.0913
32 C -0.1967
33 N 0.0852
34 C -0.4219
35 O 0.0756
36 C -0.1303
37 C 0.0449
38 C -0.0031
39 C -0.1648
40 N -0.1343
41 C -0.0492
42 H 0.1015
43 H 0.1164
44 H 0.1492
45 H 0.1567
46 H 0.1535
47 H 0.1195
48 H 0.0458
49 H 0.1046
50 O -0.3230
51 Cl 0.9975
52 O -0.3490
53 O -0.3202
54 O -0.5711
55 C -0.2162
56 Si 0.3302
57 C -0.2225
58 C -0.2595
59 Si 0.2836
60 Te 0.8287
61 Si 0.3452
62 C -0.2370
63 C -0.2343
64 C -0.2086
65 Si 0.3280
66 C -0.2355
67 C -0.2229
68 C -0.2038
69 H 0.0418
70 H 0.0461
71 H 0.0235
72 H -0.0168
73 H -0.0043
74 H 0.0269
75 H 0.0432
76 H -0.0515
77 H 0.0150
78 H 0.0045
79 H 0.0489
80 H 0.0042
81 H 0.0543
82 H 0.0267
83 H 0.0230
84 H 0.0432
85 H 0.0508
86 H 0.0094
87 H 0.0089
88 H 0.0559
89 H 0.0404
90 H 0.0217
91 H 0.0196
92 H 0.0534
93 H 0.0325
94 H 0.0300
95 H 0.0233

Computed, not measured: a 6-piece molecular cluster, C28H45F3O10Si overall, with ωB97M-V/def2-TZVPD.

Structure (XYZ):
```
87
Properties=species:S:1:pos:R:3:forces:R:3
C 5.07118 1.28072 0.64861 0.0826 0.0046 0.6676
C 4.97310 -0.06780 1.39403 0.4945 0.0143 -0.1918
C 5.06731 -1.32357 0.49860 -0.0487 0.1067 0.4450
C 6.51815 -1.58694 0.00931 -0.7077 0.2183 -0.2764
Si 3.92013 -1.34343 -0.99214 0.1510 -0.5320 -0.0717
C 2.07243 -1.41382 -0.59520 0.0278 0.3104 0.1025
C 1.69628 -0.52276 0.60123 -0.1242 -0.3190 0.5880
C 0.24104 -0.12923 0.56014 0.2819 0.0063 0.6883
F -0.59683 -0.96087 -0.10285 0.0120 0.5696 -0.9106
C -0.23140 1.00246 1.08855 -0.1072 -0.5998 -0.4105
F -1.12167 1.81308 0.53807 -0.8383 -0.3933 0.4766
F 0.17720 1.45682 2.25789 0.7754 0.7729 -0.3853
H 4.13132 1.83110 0.71345 -0.0335 0.0206 -0.3847
H 5.39978 1.17704 -0.38324 -0.1816 -0.0123 -0.0835
H 5.81298 1.90930 1.14490 -0.0329 0.0642 -0.0452
H 5.81564 -0.12082 2.08028 -0.0565 -0.1015 0.0589
H 4.09104 -0.11607 2.03461 -0.1160 0.1007 -0.1567
H 4.77035 -2.17320 1.12409 -0.0004 -0.0017 0.0084
H 6.58664 -1.24963 -1.02929 0.4775 -0.1344 -0.0230
H 6.73625 -2.64997 0.07803 0.0812 -0.0030 -0.2383
H 7.25701 -1.05963 0.60959 -0.0698 0.0862 0.0161
H 4.24919 -2.57096 -1.76264 -0.0479 0.0079 -0.0245
H 4.21489 -0.21773 -1.91293 -0.0970 0.1041 0.0860
H 1.76595 -2.44506 -0.41605 -0.0102 -0.0094 -0.0177
H 1.52989 -1.06572 -1.47825 0.0523 -0.0975 -0.0749
H 1.97504 -1.01129 1.53979 -0.0622 -0.1388 -0.0687
H 2.27617 0.40067 0.57504 -0.0565 0.0449 0.0178
O 7.01496 -1.79618 3.03143 0.1112 -0.1318 0.0466
C 7.55736 -2.84809 3.20367 -0.1308 0.0555 0.3001
O 7.47181 -3.86492 2.31519 0.0247 -0.0262 -0.0431
C 8.12706 -5.03716 2.83110 0.0959 -0.1154 0.0620
C 9.11048 -4.51745 3.87229 -0.0108 0.0744 0.0848
C 8.38252 -3.28240 4.40061 0.3140 -0.2301 -0.2696
H 7.36841 -5.69134 3.26534 -0.0110 0.0193 0.0186
H 8.61069 -5.55843 2.00907 -0.0764 0.0706 -0.0936
H 9.35467 -5.25399 4.63460 -0.0641 -0.0268 -0.0051
H 10.03905 -4.21594 3.38609 0.0012 -0.0197 -0.0164
H 7.70214 -3.52308 5.21872 -0.0146 0.0750 0.0218
H 9.05811 -2.48845 4.70493 -0.1525 0.1019 0.1030
O 0.24104 -5.65104 0.70660 0.1197 0.0296 0.0569
C -0.65089 -5.13057 1.30677 -0.1293 -0.1366 -0.2204
O -0.77377 -5.21544 2.65409 0.0039 0.0471 0.0422
C -1.99069 -4.58178 3.08734 -0.0944 0.0572 -0.0089
C -2.34955 -3.61204 1.96968 -0.0707 0.0890 -0.0714
C -1.80856 -4.33042 0.73802 -0.0289 0.3160 0.3426
H -2.75126 -5.35246 3.22878 0.0080 -0.0179 -0.0317
H -1.81074 -4.08903 4.03944 0.1207 -0.0690 0.0168
H -3.41284 -3.38596 1.92174 -0.0142 -0.0626 0.0378
H -1.81155 -2.67270 2.10834 -0.0068 0.0046 0.0163
H -2.53800 -5.02276 0.31312 0.0496 -0.0247 -0.0584
H -1.46185 -3.63669 -0.02355 0.0509 -0.1637 -0.1357
O -6.16647 -4.62370 -2.99698 -0.0368 -0.1081 0.0034
C -4.99528 -4.51282 -3.19865 -0.0700 0.2455 0.0854
O -4.09004 -5.42987 -2.77482 0.0464 -0.0320 -0.0235
C -2.75494 -4.98159 -3.06222 0.1828 0.0581 -0.1069
C -2.90359 -3.97331 -4.19455 -0.0941 0.1102 -0.0066
C -4.27624 -3.37218 -3.89790 0.3054 -0.2911 -0.2100
H -2.34119 -4.53078 -2.15854 0.0048 0.0223 -0.0081
H -2.14158 -5.83511 -3.33909 -0.1108 -0.1146 0.0938
H -2.09464 -3.24663 -4.22948 0.0117 -0.0107 0.0709
H -2.92908 -4.49443 -5.15223 0.0129 -0.0142 0.0043
H -4.21548 -2.52961 -3.20726 -0.0708 0.0283 -0.0128
H -4.81377 -3.07627 -4.79387 -0.1431 0.1109 0.1120
O -5.44761 5.73732 -2.83501 0.0236 0.1249 0.0694
C -4.87038 4.88447 -2.22626 -0.1614 -0.1608 -0.1850
O -3.52383 4.85747 -2.11372 0.0348 0.0116 0.0549
C -3.10307 3.66767 -1.42296 0.0335 -0.1310 0.1371
C -4.31942 3.22180 -0.62138 -0.1199 -0.0248 -0.0365
C -5.46926 3.68500 -1.51459 0.3042 0.0342 0.3516
H -2.80049 2.92646 -2.16555 -0.0202 0.0019 -0.0147
H -2.24846 3.90564 -0.79587 0.0340 0.1279 -0.0896
H -4.32097 2.15577 -0.40485 0.0383 -0.0119 -0.0560
H -4.35293 3.75765 0.32807 0.0288 -0.0034 0.0064
H -5.73708 2.93834 -2.26353 -0.0698 0.0338 -0.0225
H -6.35241 3.97676 -0.95378 -0.1225 -0.0037 -0.1746
O -5.41897 12.14060 -0.93796 0.1169 0.0057 0.0089
C -5.82315 11.03141 -1.12452 -0.2163 0.1459 -0.0320
O -5.26552 10.19036 -2.02468 0.0048 -0.0472 0.0247
C -6.02338 8.96722 -2.10856 -0.0186 -0.1522 0.0558
C -6.78080 8.88155 -0.78974 -0.0900 0.0872 0.0529
C -7.01094 10.35547 -0.46126 0.2134 -0.4173 0.0329
H -6.69370 9.03434 -2.96768 -0.0088 0.0235 0.0045
H -5.34424 8.13424 -2.25895 0.0929 0.0902 -0.1021
H -7.69170 8.29054 -0.85882 -0.0017 0.0106 -0.0688
H -6.14371 8.43081 -0.02696 0.0109 -0.0173 -0.0155
H -7.92468 10.74114 -0.91568 -0.0034 0.0644 0.0389
H -7.01639 10.55816 0.60580 -0.0826 0.1986 -0.0296
```
Positions in Å, forces in eV/Å.

For the electronic energy, the calculation gives -66270.06210 eV. The spin multiplicity is 1.

From a Löwdin analysis of the wavefunction, the atomic charges in e read:
1 C -0.1079
2 C -0.2789
3 C -0.4799
4 C -0.1306
5 Si 0.6945
6 C -0.2989
7 C -0.1884
8 C -0.2044
9 F 0.0532
10 C -0.3129
11 F 0.1342
12 F 0.1492
13 H 0.0595
14 H 0.0513
15 H 0.0681
16 H 0.0714
17 H 0.0895
18 H 0.0987
19 H 0.0522
20 H 0.0637
21 H 0.0706
22 H -0.0216
23 H -0.0205
24 H 0.0712
25 H 0.0724
26 H 0.1194
27 H 0.0927
28 O 0.1203
29 C -0.4664
30 O 0.0183
31 C -0.1477
32 C -0.1515
33 C -0.0691
34 H 0.1277
35 H 0.1255
36 H 0.1152
37 H 0.1180
38 H 0.1321
39 H 0.1254
40 O 0.1231
41 C -0.4863
42 O 0.0261
43 C -0.1515
44 C -0.1507
45 C -0.0817
46 H 0.1268
47 H 0.1238
48 H 0.1175
49 H 0.1106
50 H 0.1296
51 H 0.1073
52 O 0.1255
53 C -0.4898
54 O 0.0229
55 C -0.1521
56 C -0.1507
57 C -0.0752
58 H 0.1044
59 H 0.1282
60 H 0.1151
61 H 0.1181
62 H 0.1285
63 H 0.1239
64 O 0.1152
65 C -0.4832
66 O 0.0322
67 C -0.1579
68 C -0.1547
69 C -0.0721
70 H 0.1283
71 H 0.1163
72 H 0.1140
73 H 0.1192
74 H 0.1314
75 H 0.1238
76 O 0.1185
77 C -0.4947
78 O 0.0278
79 C -0.1503
80 C -0.1567
81 C -0.0783
82 H 0.1297
83 H 0.1020
84 H 0.1137
85 H 0.1158
86 H 0.1291
87 H 0.1217

Max |F| readings, ordered: 0.0873 0.0226 hartree/bohr